{"formula": "C72H152N8O8", "method": "the ωB97M-V functional and the def2-TZVPD basis", "gap_ev": 8.5713, "e_tot_ha": -3873.960358, "smiles": "CC1(C)CCCC(C)(C)N1O.CC1(C)CCCC(C)(C)N1O.CC1(C)CCCC(C)(C)N1O.CC1(C)CCCC(C)(C)N1O.CC1(C)CCCC(C)(C)N1O.CC1(C)CCCC(C)(C)N1O.CC1(C)CCCC(C)(C)N1O.CC1(C)CCCC(C)(C)N1O", "largest_force_ev_per_a": 3.40, "e_homo_ev": -8.174, "de_lowest_kj_mol": 626.78, "elements": ["C", "C", "C", "C", "C", "C", "N", "O", "C", "C", "C", "H", "H", "H", "H", "H", "H", "H", "H", "H", "H", "H", "H", "H", "H", "H", "H", "H", "H", "H", "C", "C", "C", "C", "C", "C", "N", "O", "C", "C", "C", "H", "H", "H", "H", "H", "H", "H", "H", "H", "H", "H", "H", "H", "H", "H", "H", "H", "H", "H", "C", "C", "C", "C", "C", "C", "N", "O", "C", "C", "C", "H", "H", "H", "H", "H", "H", "H", "H", "H", "H", "H", "H", "H", "H", "H", "H", "H", "H", "H", "C", "C", "C", "C", "C", "C", "N", "O", "C", "C", "C", "H", "H", "H", "H", "H", "H", "H", "H", "H", "H", "H", "H", "H", "H", "H", "H", "H", "H", "H", "C", "C", "C", "C", "C", "C", "N", "O", "C", "C", "C", "H", "H", "H", "H", "H", "H", "H", "H", "H", "H", "H", "H", "H", "H", "H", "H", "H", "H", "H", "C", "C", "C", "C", "C", "C", "N", "O", "C", "C", "C", "H", "H", "H", "H", "H", "H", "H", "H", "H", "H", "H", "H", "H", "H", "H", "H", "H", "H", "H", "C", "C", "C", "C", "C", "C", "N", "O", "C", "C", "C", "H", "H", "H", "H", "H", "H", "H", "H", "H", "H", "H", "H", "H", "H", "H", "H", "H", "H", "H", "C", "C", "C", "C", "C", "C", "N", "O", "C", "C", "C", "H", "H", "H", "H", "H", "H", "H", "H", "H", "H", "H", "H", "H", "H", "H", "H", "H", "H", "H"], "positions_angstrom": [[-1.56128, -7.16471, 2.55703], [-1.36219, -8.03898, 1.24869], [-2.80520, -8.51105, 0.88240], [-3.64737, -7.46278, 0.16637], [-2.89363, -6.98574, -1.08823], [-1.49025, -6.42887, -0.80295], [-0.74131, -7.44106, 0.07597], [0.51621, -6.92302, 0.39621], [-0.70953, -6.30260, -2.09851], [-1.69798, -5.13052, 0.06801], [-0.46819, -9.29361, 1.50156], [-1.47385, -7.72509, 3.48785], [-2.53730, -6.68447, 2.62669], [-0.92945, -6.29404, 2.73262], [-2.64816, -9.33350, 0.18454], [-3.36674, -8.90446, 1.72975], [-3.90898, -6.59983, 0.77872], [-4.53542, -7.99441, -0.17544], [-3.45265, -6.27918, -1.70171], [-2.83606, -7.80094, -1.80951], [-0.59669, -7.30253, -2.51740], [-1.18698, -5.71372, -2.88170], [0.31940, -5.96929, -1.96323], [-0.74782, -4.82490, 0.50607], [-2.08950, -4.26771, -0.47084], [-2.29282, -5.23326, 0.97560], [-0.98335, -10.09188, 2.03585], [0.43599, -8.98417, 2.02580], [-0.12160, -9.84007, 0.62443], [1.06173, -7.38063, -0.24769], [4.81176, -1.63560, -6.01486], [5.69850, -2.51003, -6.96625], [7.12790, -1.89374, -7.08745], [7.93317, -2.07658, -5.86807], [8.11268, -3.65053, -5.54749], [6.71422, -4.30788, -5.41830], [5.83557, -3.93962, -6.52045], [4.59855, -4.59818, -6.53813], [6.91974, -5.83570, -5.28940], [6.09300, -3.91419, -4.03929], [5.03781, -2.45532, -8.41874], [4.53402, -0.63481, -6.34564], [5.34762, -1.53968, -5.07054], [3.86949, -2.06456, -5.67397], [7.69632, -2.36383, -7.88995], [7.04036, -0.81285, -7.19746], [7.47749, -1.56697, -5.01910], [8.91742, -1.60825, -5.87368], [8.71206, -3.70926, -4.63897], [8.78921, -4.11800, -6.26296], [7.44582, -6.29946, -6.12383], [7.35959, -6.26473, -4.38908], [5.98996, -6.40423, -5.30897], [6.26786, -2.86218, -3.81391], [5.00823, -4.01331, -3.99997], [6.51231, -4.37542, -3.14512], [5.55736, -3.12201, -9.10701], [5.13167, -1.45185, -8.83388], [3.97663, -2.70361, -8.43729], [4.69501, -5.18561, -7.29127], [-1.04358, 0.29475, 0.12032], [0.32963, -0.36753, -0.43251], [0.18131, -1.93623, -0.37565], [1.23323, -2.68158, -1.25591], [1.21952, -2.16022, -2.74096], [1.39307, -0.58740, -2.85752], [0.49715, 0.06515, -1.87167], [0.46080, 1.42465, -1.97653], [2.81810, -0.12857, -2.73628], [0.76416, -0.28598, -4.24776], [1.36847, 0.04772, 0.60384], [-1.25230, -0.06209, 1.12889], [-1.85023, 0.02170, -0.56002], [-1.00373, 1.37923, 0.22232], [0.33170, -2.25826, 0.65478], [-0.81618, -2.16761, -0.74925], [1.05988, -3.75771, -1.25923], [2.19387, -2.50289, -0.77286], [0.29378, -2.53358, -3.17881], [1.99161, -2.62748, -3.35222], [3.00832, 0.75897, -3.33976], [2.93219, 0.19814, -1.70266], [3.56371, -0.90942, -2.88601], [1.23187, -0.79494, -5.09056], [-0.18026, -0.82917, -4.21432], [0.34654, 0.71201, -4.38080], [2.29450, -0.52502, 0.55346], [0.95778, -0.08569, 1.60466], [1.62928, 1.08492, 0.39338], [-0.45702, 1.56230, -2.22205], [-5.70214, 0.28877, -5.50745], [-5.24855, -0.17261, -4.15263], [-3.65743, -0.10902, -4.16080], [-3.03609, 1.27577, -3.94603], [-3.59237, 1.92493, -2.62459], [-5.19650, 1.89597, -2.56914], [-5.73313, 0.59826, -3.01402], [-7.18328, 0.53865, -2.86663], [-5.50694, 2.10138, -1.03675], [-5.82233, 3.06588, -3.34267], [-5.47900, -1.62238, -3.85312], [-5.71111, 1.35955, -5.71104], [-6.71494, -0.06468, -5.70081], [-5.02804, -0.19883, -6.21167], [-3.26614, -0.73824, -3.36138], [-3.28449, -0.49505, -5.10949], [-3.22921, 1.98330, -4.75238], [-1.95506, 1.21582, -3.82001], [-3.33997, 2.98529, -2.61888], [-3.06600, 1.48767, -1.77616], [-6.58790, 1.99917, -0.94094], [-4.89052, 1.45021, -0.41699], [-5.18742, 3.12470, -0.83973], [-6.91145, 3.09845, -3.37173], [-5.51874, 4.03175, -2.93890], [-5.53106, 3.02305, -4.39216], [-5.05555, -2.23886, -4.64605], [-6.52854, -1.84972, -3.66637], [-5.12685, -1.86722, -2.85105], [-7.25727, -0.11310, -2.16567], [1.45802, 6.30966, -1.59816], [0.25061, 6.19962, -2.54055], [-0.76183, 7.39710, -2.19172], [-0.22406, 8.81386, -2.60494], [0.08459, 8.88073, -4.10578], [1.14619, 7.75891, -4.49228], [0.74858, 6.38703, -3.95566], [1.66909, 5.32363, -4.32569], [0.99873, 7.69052, -6.02866], [2.52249, 8.25147, -3.97243], [-0.40152, 4.78005, -2.39766], [2.42833, 6.35212, -2.09292], [1.78224, 5.42171, -1.05546], [1.22983, 6.96324, -0.75622], [-1.62460, 7.29417, -2.84985], [-1.04622, 7.32052, -1.14226], [0.65745, 8.98930, -1.98828], [-0.93086, 9.57209, -2.26787], [0.63499, 9.82097, -4.13902], [-0.76989, 8.96882, -4.77676], [1.63138, 6.90507, -6.44208], [-0.00386, 7.29512, -6.19173], [1.12681, 8.64424, -6.54063], [2.49783, 8.31408, -2.88450], [3.40287, 7.63116, -4.14053], [2.76005, 9.21087, -4.43201], [0.33011, 3.97251, -2.42385], [-1.16143, 4.53682, -3.14029], [-0.85312, 4.74565, -1.40621], [1.19967, 4.79098, -4.97186], [-3.75823, 5.22449, 3.85955], [-2.25358, 4.92263, 4.18503], [-2.18048, 3.51259, 4.71561], [-0.78414, 2.84343, 4.72022], [-0.22382, 2.92156, 3.30422], [-0.09773, 4.34002, 2.75771], [-1.44894, 5.01572, 2.95671], [-1.49681, 6.32342, 2.53274], [1.02302, 5.08138, 3.45217], [0.26889, 4.18482, 1.21096], [-1.74780, 5.81418, 5.36885], [-4.48626, 4.89587, 4.60121], [-4.08817, 4.66004, 2.98741], [-3.90408, 6.28971, 3.68030], [-2.65438, 3.39008, 5.68952], [-2.90841, 2.95835, 4.12314], [-0.81123, 1.83516, 5.13343], [-0.18763, 3.40095, 5.44234], [-0.88488, 2.36495, 2.63993], [0.76764, 2.47429, 3.23317], [1.94348, 4.51146, 3.57883], [1.25202, 6.04153, 2.98984], [0.74319, 5.23967, 4.49368], [0.37593, 5.20714, 0.84833], [1.12964, 3.58428, 0.91676], [-0.61475, 3.90660, 0.63661], [-1.39734, 6.80658, 5.08529], [-1.05792, 5.26643, 6.01083], [-2.55939, 6.08100, 6.04578], [-2.09654, 6.30937, 1.78326], [-1.65447, -2.08334, 3.35597], [-3.20591, -2.27237, 3.58155], [-3.46987, -3.80715, 3.45404], [-4.90787, -4.15995, 3.88810], [-5.08621, -3.85083, 5.37396], [-4.80618, -2.38669, 5.64564], [-3.54406, -1.91932, 4.94608], [-3.28898, -0.56368, 5.20982], [-6.07644, -1.60582, 5.18129], [-4.59704, -2.30822, 7.21499], [-4.01793, -1.60895, 2.40979], [-1.34442, -2.22921, 2.32122], [-0.99940, -2.81833, 3.82371], [-1.39304, -1.05361, 3.59972], [-3.20970, -4.02023, 2.41721], [-2.70944, -4.26288, 4.08819], [-5.12755, -5.21268, 3.71031], [-5.65911, -3.65074, 3.28441], [-4.46187, -4.53269, 5.95134], [-6.12744, -4.09927, 5.57943], [-6.77136, -1.71842, 6.01347], [-5.84459, -0.54277, 5.24667], [-6.60706, -1.77480, 4.24428], [-4.53663, -1.26962, 7.54020], [-5.39911, -2.74311, 7.81135], [-3.71264, -2.85648, 7.53957], [-5.09930, -1.65616, 2.53821], [-3.71816, -2.08741, 1.47741], [-3.91229, -0.55049, 2.17192], [-2.56576, -0.56086, 5.84111], [5.52546, 0.71024, 3.63670], [4.58896, 1.16019, 4.78959], [3.15522, 0.54846, 4.48101], [2.10881, 0.88310, 5.54221], [2.55238, 0.26830, 6.89424], [3.99883, 0.64005, 7.31043], [5.01928, 0.69506, 6.15406], [6.21415, 1.28774, 6.55947], [3.72241, 2.00551, 7.92299], [4.48420, -0.35069, 8.38952], [4.49226, 2.70688, 4.64713], [6.32875, 1.42148, 3.44449], [5.03685, 0.77363, 2.66442], [5.91321, -0.25522, 3.96176], [2.71744, 0.92104, 3.55494], [3.19677, -0.51060, 4.22649], [1.16105, 0.40034, 5.30392], [1.96828, 1.96195, 5.60886], [2.37017, -0.80599, 6.92269], [1.80106, 0.63012, 7.59617], [3.31139, 1.82024, 8.91537], [4.61528, 2.61137, 8.07734], [3.15526, 2.75245, 7.36753], [3.91805, -0.23129, 9.31328], [4.43566, -1.40881, 8.13238], [5.52536, -0.12959, 8.62443], [4.12051, 3.21671, 5.53594], [3.84432, 3.04908, 3.84017], [5.43295, 3.21969, 4.44654], [6.88621, 0.76287, 6.11850]], "atomic_forces_ev_per_a": [[0.315, 0.449, 0.115], [-0.729, -0.583, 0.927], [0.838, 0.163, -0.703], [0.561, -0.103, -0.945], [0.065, -0.450, -0.361], [-0.818, 0.104, 2.481], [-1.811, 0.610, -1.778], [0.474, 0.211, 0.196], [0.448, -0.269, -0.080], [1.032, 0.210, -0.301], [-0.069, 0.050, 0.662], [0.066, -0.519, -0.215], [-0.376, -0.346, -0.387], [0.721, -0.203, -0.556], [-0.245, -0.218, -0.138], [0.422, 0.022, 0.288], [-0.182, -0.212, 0.179], [-0.351, 0.366, 0.152], [-0.127, 0.586, 0.447], [0.365, -0.558, 0.203], [-0.189, -0.211, 0.020], [-0.140, 0.286, 0.297], [-0.128, 0.421, 0.145], [0.342, 0.099, -0.358], [-0.060, -0.103, -0.308], [-0.378, -0.584, -0.456], [-0.149, 0.334, 0.636], [-0.080, -0.161, 0.257], [-0.241, 0.635, -0.577], [0.435, 0.031, 0.135], [0.451, -0.457, 0.884], [-0.930, 0.224, -0.868], [-0.706, -0.003, -0.039], [1.049, -2.098, 1.936], [-0.455, 2.376, -0.192], [0.325, -0.927, 2.525], [1.268, 1.059, -1.669], [-0.115, 0.060, 0.548], [-0.724, -1.224, -1.166], [-0.001, 1.216, 0.351], [0.608, -0.277, 0.927], [0.440, -0.012, -0.483], [0.098, 0.392, -0.026], [-0.070, -0.613, -0.548], [-0.370, 0.188, -0.482], [-0.244, 0.005, -0.738], [-0.287, -0.261, 0.188], [0.149, -0.069, -0.601], [-0.543, -0.250, 0.467], [-0.508, -0.058, -0.607], [0.402, 0.387, -0.261], [0.456, 0.965, 0.230], [-0.565, 0.448, -0.032], [-0.002, 0.231, -0.249], [-0.005, -0.381, -0.241], [0.155, -0.636, -0.332], [0.095, -0.140, 0.076], [0.086, 0.130, 0.208], [0.046, -0.105, 0.301], [-0.157, -0.148, -0.067], [1.166, -0.772, -0.830], [-1.269, -0.396, 0.306], [0.483, 0.689, -1.370], [-0.154, 1.198, -0.480], [0.334, 0.339, 1.704], [-1.690, -0.990, -0.774], [-0.689, -3.039, 1.362], [0.297, 1.501, -0.199], [0.506, 0.464, 0.938], [-1.479, -0.858, 0.680], [0.715, 0.343, -0.797], [-0.030, -0.359, -0.103], [-0.163, -0.030, 0.081], [0.292, 0.071, -0.296], [-0.387, 0.003, 0.052], [-0.151, -0.239, 0.227], [-0.088, 0.001, 0.155], [0.315, -0.102, -0.210], [-0.286, 0.512, 0.003], [0.308, 0.008, 0.184], [0.144, -0.187, -0.176], [0.333, 0.038, 0.099], [-0.040, 0.038, -0.401], [0.656, 0.748, -0.073], [-0.294, -0.213, 0.090], [1.155, 0.395, -0.360], [0.072, -0.150, -0.110], [0.012, 0.224, 0.001], [0.013, 0.212, 0.443], [-0.131, 0.592, -0.097], [-0.777, -0.591, -0.835], [2.271, 1.165, 0.860], [0.024, 1.085, 0.473], [-0.887, 0.763, 1.252], [-1.005, -0.212, -1.927], [0.624, -0.136, 1.229], [0.240, -0.196, 1.275], [1.266, 0.218, -0.546], [0.127, 0.179, -1.713], [0.301, 0.238, -0.500], [-1.342, -0.644, 0.412], [0.301, -0.043, 0.372], [-0.103, 0.000, -0.101], [-0.268, 0.107, -0.409], [-0.092, -0.164, 0.047], [-0.194, -0.276, 0.010], [-0.057, -0.186, -0.295], [0.132, -0.225, -0.296], [0.108, 0.101, 0.031], [-0.615, -0.303, 0.229], [0.143, -0.009, 0.606], [-0.436, -0.272, 0.004], [-0.247, 0.085, 0.310], [-0.053, -0.500, 0.386], [0.236, -0.001, 0.013], [0.226, 0.135, -0.042], [-0.109, -0.273, 0.240], [-0.407, -0.024, -0.927], [0.933, 0.027, -0.231], [-0.225, -0.035, 0.133], [0.546, -1.214, 1.101], [0.817, 0.325, -0.665], [0.811, -0.315, -1.864], [-0.486, -1.599, 0.953], [1.496, -0.393, 1.818], [-0.363, -0.115, -0.101], [-1.682, 0.321, -0.568], [0.073, 1.426, 0.806], [0.191, -1.204, 0.523], [-0.022, -0.217, -0.061], [0.160, 0.837, 0.134], [-0.228, 1.402, -0.290], [-1.101, -0.889, 0.116], [0.653, 0.716, -0.336], [-0.416, -0.506, 0.294], [0.008, 0.032, -0.034], [0.334, 0.210, -0.326], [-0.218, 0.015, -0.247], [0.043, 0.112, -0.778], [-0.084, -0.469, 0.220], [0.450, 0.315, -0.150], [-0.201, 0.340, -0.152], [0.146, -0.055, 0.135], [-0.145, 0.524, -0.113], [-0.337, -0.519, -0.502], [-0.088, 0.164, 0.186], [0.266, 0.251, -0.053], [-0.125, 0.396, -0.132], [-0.157, -0.039, 0.024], [-0.327, 0.131, -0.035], [0.587, 0.069, -0.378], [0.206, 0.183, 1.473], [-0.537, -1.863, -0.214], [-0.777, 1.002, -0.084], [-0.037, -0.219, 0.400], [-0.223, -0.332, -0.678], [0.013, -2.062, -0.395], [0.634, 1.362, -0.548], [0.146, 0.299, 0.979], [-1.696, 1.754, 0.776], [-0.693, 0.541, -0.108], [0.483, 0.134, 0.628], [0.366, 0.091, -0.389], [-0.062, -0.012, -0.028], [0.209, 0.650, 0.366], [0.364, -0.627, -0.533], [-0.229, -0.138, -0.315], [0.402, 0.091, -0.103], [-0.083, -0.138, -0.051], [0.083, -0.147, 0.015], [0.101, -0.234, -0.648], [-0.076, -0.024, 0.027], [-0.166, 0.414, 0.018], [0.645, 0.110, -0.056], [-0.036, -0.025, 0.525], [-0.094, -0.758, 0.221], [0.537, -0.244, -0.314], [0.390, 0.256, -0.295], [-0.460, -0.356, -0.046], [-0.047, 0.073, -0.172], [-0.741, 0.360, -0.434], [0.309, -0.775, -0.996], [-0.270, 1.140, 0.171], [0.804, -0.578, -0.289], [0.145, -0.622, -1.478], [-0.185, 0.046, -0.073], [-0.104, -1.146, 1.199], [-0.538, 0.530, -0.202], [0.454, 1.128, 1.851], [-0.098, 0.830, -0.802], [0.095, 0.514, 0.124], [-0.609, 0.181, -0.449], [-0.375, 0.126, 0.882], [0.249, -0.085, 0.218], [-0.314, -0.405, 0.008], [-0.236, -0.434, 0.146], [0.201, -0.221, 0.039], [0.150, 0.310, -0.008], [0.180, 0.120, 0.110], [-0.028, 0.271, 0.542], [-0.459, -0.241, -0.168], [0.121, 0.179, -0.332], [0.550, -0.558, -0.013], [0.235, 0.072, 0.018], [-0.423, -0.107, -0.514], [0.254, 0.165, -0.384], [0.025, -0.613, 0.076], [-0.199, -0.305, -0.011], [0.749, 0.287, 0.654], [0.115, -0.123, 0.097], [0.204, 0.299, 1.062], [-1.456, 1.047, -0.622], [0.004, 0.563, -0.011], [1.043, -1.482, 0.613], [-0.378, -0.187, -1.127], [-0.514, 0.576, -0.676], [-2.225, -1.717, -0.976], [0.125, 0.852, 0.261], [1.648, 1.291, 1.022], [0.572, 0.498, -0.096], [-0.126, 0.697, 0.589], [0.429, -0.086, 0.682], [-0.501, -0.783, 0.180], [0.078, -0.267, -0.821], [0.673, 0.636, -0.374], [0.287, -0.351, 0.723], [-0.147, 0.258, -0.261], [-0.040, -0.006, 0.044], [0.324, -0.259, -0.539], [0.505, 0.212, 0.636], [-0.326, 0.361, -0.097], [0.591, -0.379, 0.293], [-0.731, -0.741, -0.244], [-0.133, 0.124, -0.056], [-0.141, 0.125, -0.492], [0.053, 0.026, 0.081], [-0.153, -0.235, 0.142], [-0.190, -0.453, -0.211], [0.339, -0.432, 0.077], [0.143, -0.195, 0.120]]}